# 1
Molecular formula: C7H15NO
Method: DFT, the ωB97M-V functional and the def2-TZVPD basis

XYZ file:
```
24
Properties=species:S:1:pos:R:3:lowdin_charge:R:1
C -0.754 -0.864 0.146 -0.322
C 0.467 -0.228 0.831 -0.324
C 1.008 1.103 0.118 -0.199
C -2.450 1.030 0.608 -0.007
C 1.582 -1.248 1.003 -0.080
C 1.549 0.943 -1.296 -0.097
C -1.606 0.305 -0.410 -0.430
N -0.393 -1.816 -0.886 0.062
O -1.706 0.485 -1.602 0.080
H -1.337 -1.391 0.908 0.150
H 0.150 0.113 1.823 0.126
H 0.017 -1.321 -1.671 0.070
H -1.229 -2.280 -1.227 0.084
H 1.814 1.449 0.771 0.104
H 0.267 1.905 0.139 0.100
H -3.292 0.390 0.871 0.093
H -2.829 1.957 0.183 0.087
H -1.888 1.237 1.515 0.078
H 2.437 -0.796 1.501 0.079
H 1.231 -2.086 1.601 0.082
H 1.895 -1.633 0.037 0.064
H 2.055 1.858 -1.600 0.074
H 2.266 0.129 -1.358 0.069
H 0.745 0.757 -2.005 0.058
```

Total energy: -11039.9387 eV
E_HOMO: -9.111 eV
Gap between HOMO and LUMO: 9.99 eV
ΔE to the lowest compared entry with this formula, charge and spin: 0.7359 eV
Structure (SMILES): CC[C@H](C)[C@H](N)C(C)=O

***

# 2
Molecular formula: C6H10N2O3
Method: DFT, the ωB97M-V functional and the def2-TZVPD basis

XYZ file:
```
21
Properties=species:S:1:pos:R:3:lowdin_charge:R:1
C 1.752 2.076 1.021 -0.011
C 0.538 1.574 0.806 0.053
C -1.035 -0.170 -1.488 -0.550
C 0.173 -0.806 1.995 -0.516
C -2.422 -0.558 -2.096 -0.003
C 0.414 -0.397 0.510 -0.377
N -0.813 -0.533 -0.219 0.103
N 1.564 -0.834 -0.084 0.086
O 1.290 -1.081 2.607 0.117
O -0.212 0.405 -2.159 0.048
O -0.946 -0.785 2.450 0.100
H 1.949 3.111 0.759 0.059
H 2.628 1.541 1.172 0.026
H -0.342 2.034 0.741 0.034
H -3.211 -0.041 -1.520 0.079
H -2.466 -0.148 -3.244 0.132
H -2.393 -1.601 -2.351 0.056
H -1.592 -0.699 0.426 0.145
H 1.595 -0.345 -1.003 0.107
H 1.409 -1.849 -0.331 0.142
H 2.120 -0.892 2.006 0.170
```

Total energy: -15504.6592 eV
E_HOMO: -9.230 eV
Gap between HOMO and LUMO: 9.82 eV
ΔE to the lowest compared entry with this formula, charge and spin: 3.3474 eV

***

> Which formula does entry 1 have?

C7H15NO

***

Copy entry 1 word for word.
Molecular formula: C7H15NO
Method: DFT, the ωB97M-V functional and the def2-TZVPD basis

XYZ file:
```
24
Properties=species:S:1:pos:R:3:lowdin_charge:R:1
C -0.754 -0.864 0.146 -0.322
C 0.467 -0.228 0.831 -0.324
C 1.008 1.103 0.118 -0.199
C -2.450 1.030 0.608 -0.007
C 1.582 -1.248 1.003 -0.080
C 1.549 0.943 -1.296 -0.097
C -1.606 0.305 -0.410 -0.430
N -0.393 -1.816 -0.886 0.062
O -1.706 0.485 -1.602 0.080
H -1.337 -1.391 0.908 0.150
H 0.150 0.113 1.823 0.126
H 0.017 -1.321 -1.671 0.070
H -1.229 -2.280 -1.227 0.084
H 1.814 1.449 0.771 0.104
H 0.267 1.905 0.139 0.100
H -3.292 0.390 0.871 0.093
H -2.829 1.957 0.183 0.087
H -1.888 1.237 1.515 0.078
H 2.437 -0.796 1.501 0.079
H 1.231 -2.086 1.601 0.082
H 1.895 -1.633 0.037 0.064
H 2.055 1.858 -1.600 0.074
H 2.266 0.129 -1.358 0.069
H 0.745 0.757 -2.005 0.058
```

Total energy: -11039.9387 eV
E_HOMO: -9.111 eV
Gap between HOMO and LUMO: 9.99 eV
ΔE to the lowest compared entry with this formula, charge and spin: 0.7359 eV
Structure (SMILES): CC[C@H](C)[C@H](N)C(C)=O

***

> Which formula does entry 2 have?

C6H10N2O3

***

> What is the ΔE to the lowest compared entry with this formula, charge and spin in the first record?

0.7359 eV